Version a
Entry from OMol25: a molecular structure, BaH14O7 (the ωB97M-V functional and the def2-TZVPD basis).

net charge: +2
Kohn-Sham gap: 8.2705 eV
HOMO: -15.43 eV

Structure (XYZ):
```
22
Properties=species:S:1:pos:R:3:mulliken_charge:R:1
H -0.17 -2.29 0.15 0.27
H -1.65 -0.69 1.43 0.35
O 0.60 0.17 1.90 -0.61
H -1.25 -1.36 -1.88 0.33
H -0.58 3.10 0.26 0.23
O -1.47 0.11 0.94 -0.62
Ba 0.07 0.25 -0.14 2.22
O 0.55 -1.67 0.08 -0.53
H 1.34 -2.21 0.16 0.27
H 0.98 0.86 2.43 0.30
H 1.37 -0.46 -2.56 0.28
H 0.03 0.23 -2.64 0.32
O -0.71 2.17 0.09 -0.72
H -2.08 0.75 1.30 0.28
O 2.00 0.36 0.07 -0.61
H -0.08 -0.21 2.46 0.27
H -1.22 2.14 -0.71 0.36
O 0.74 0.04 -2.04 -0.65
H -2.13 -1.19 -0.66 0.32
H 2.79 0.21 -0.45 0.28
O -1.45 -0.75 -1.16 -0.63
H 2.32 0.46 0.97 0.30
```

***

Version b
Entry from OMol25: a molecular structure, BaH14O7 (the ωB97M-V functional and the def2-TZVPD basis).

net charge: +2
Kohn-Sham gap: 12.3446 eV
HOMO: -18.96 eV

Structure (XYZ):
```
22
Properties=species:S:1:pos:R:3:mulliken_charge:R:1
O 3.88 13.93 -15.98 -0.63
H -1.53 13.08 -17.23 0.24
H -0.87 12.77 -15.97 0.30
H 4.25 13.56 -15.16 0.33
O 1.26 13.24 -14.62 -0.50
O -0.68 13.00 -16.90 -0.50
Ba 1.91 12.23 -17.20 1.72
H 1.80 13.14 -20.36 0.33
O 1.60 14.84 -17.55 -0.55
H 0.66 13.91 -14.31 0.28
O 4.34 12.15 -18.58 -0.57
H 3.25 14.63 -15.70 0.34
H 0.88 15.10 -16.95 0.33
H 0.74 9.45 -15.57 0.28
H 1.60 12.76 -13.88 0.27
H 1.49 15.28 -18.34 0.23
O 0.99 10.34 -15.38 -0.52
H 4.50 11.65 -19.38 0.29
O 1.10 12.63 -19.94 -0.61
H 0.40 13.24 -20.14 0.31
H 4.87 12.95 -18.78 0.33
H 0.54 10.64 -14.58 0.29
```

***

Which of them is least stable? Easy: version a.

***

Version a
Entry from OMol25: 2 unconnected molecules or ions with the total composition CH2NO3S (the ωB97M-V functional and the def2-TZVPD basis).

net charge: -1
Kohn-Sham gap (alpha / beta): 6.8168 / 6.8157 eV
HOMO (alpha / beta): -3.08 / -3.08 eV

Structure (XYZ):
```
8
Properties=species:S:1:pos:R:3:mulliken_charge:R:1
N 1.57 -0.31 0.19 0.32
H -0.80 0.35 1.49 0.22
O -1.84 0.57 -1.81 -0.61
H -1.24 -1.03 0.33 0.27
O 1.85 -1.25 -0.57 -0.51
O 2.35 0.62 0.47 -0.55
C -0.67 -0.10 0.46 -0.40
S -1.23 1.15 -0.56 0.25
```

***

Version b
Entry from OMol25: 2 unconnected molecules or ions with the total composition CH2NO3S (the ωB97M-V functional and the def2-TZVPD basis).

net charge: -1
Kohn-Sham gap: 5.9829 eV
HOMO: -2.02 eV

Structure (XYZ):
```
8
Properties=species:S:1:pos:R:3:mulliken_charge:R:1
N 0.55 0.16 -0.41 -0.60
H 0.11 0.27 0.51 0.25
O -2.23 0.94 0.79 -0.47
S -0.81 0.29 -1.58 -0.06
C -2.45 1.96 0.25 0.76
O -2.93 3.02 0.11 -0.47
O -1.26 1.76 -1.53 -0.63
H 0.84 -0.81 -0.48 0.21
```

***

Version c
Entry from OMol25: a molecular structure, CH2NO3S (the ωB97M-V functional and the def2-TZVPD basis).

net charge: -1
Kohn-Sham gap: 7.4793 eV
HOMO: -4.06 eV

Structure (XYZ):
```
8
Properties=species:S:1:pos:R:3:mulliken_charge:R:1
O 3.56 0.35 0.15 -0.85
N -1.23 0.02 0.13 0.45
H -2.98 -0.34 0.00 0.29
S 1.53 -0.61 -0.01 -0.06
O -1.75 1.15 0.41 -0.78
O -2.33 -0.97 0.00 -0.42
H 3.27 0.86 -0.59 0.22
C -0.07 -0.46 -0.10 0.14
```

***

Which of them is least stable? Easy: version c.

***

Version a
Entry from OMol25: C2H4N4S2 in the gas phase (the ωB97M-V functional and the def2-TZVPD basis).

Kohn-Sham gap: 8.9366 eV
structure (SMILES): S/N=c1/nc(S)[nH][nH]1
HOMO: -8.72 eV

Structure (XYZ):
```
12
Properties=species:S:1:pos:R:3:mulliken_charge:R:1
H 1.29 1.64 -0.75 0.29
N 0.89 1.23 0.08 -0.38
H -0.82 1.62 0.56 0.34
N -0.44 1.07 -0.31 -0.30
H 3.31 -1.60 -0.47 0.20
H -3.75 -1.10 1.33 0.17
C 1.47 -0.13 0.08 0.50
C -0.68 -0.33 -0.24 0.58
N 0.60 -0.97 -0.28 -0.44
S -3.25 -0.13 0.10 -0.22
S 3.10 -0.36 0.17 -0.30
N -1.72 -0.94 -0.25 -0.44
```

***

Version b
Entry from OMol25: a molecular structure, C2H4N4S2 (the ωB97M-V functional and the def2-TZVPD basis).

Kohn-Sham gap (alpha / beta): 4.9715 / 4.9742 eV
HOMO (alpha / beta): -6.76 / -6.77 eV

Structure (XYZ):
```
12
Properties=species:S:1:pos:R:3:mulliken_charge:R:1
H -0.17 -3.30 -1.43 0.30
N -0.96 -1.00 -0.43 -0.60
C 1.14 -1.21 0.28 0.39
H -1.15 1.10 0.88 0.34
S 2.65 -0.51 0.77 -0.18
N -0.18 -2.69 -0.53 -0.22
H 0.27 1.63 0.08 0.34
N -0.01 -0.48 0.14 0.74
C -0.14 0.86 0.74 -0.66
H 0.69 0.89 1.60 0.22
S 3.22 0.52 -0.87 -0.48
N 1.05 -2.45 -0.20 -0.19
```

***

Which of them is least stable? Easy: version b.

***

Version a
Entry from OMol25: 2 unconnected molecules or ions with the total composition C4H7N3O2 (the ωB97M-V functional and the def2-TZVPD basis).

Kohn-Sham gap: 7.6118 eV
HOMO: -7.31 eV

Structure (XYZ):
```
16
Properties=species:S:1:pos:R:3:mulliken_charge:R:1
H 1.23 1.33 1.10 0.37
C 1.90 -0.51 -0.36 -0.90
O -3.62 0.04 -0.12 -0.33
N -0.78 1.77 0.63 -0.54
C -0.31 0.45 -1.08 -0.60
H 2.01 -0.91 -1.42 0.32
C 0.32 0.85 1.10 -0.40
H 2.44 -1.12 0.54 0.31
N 0.50 -0.18 0.00 0.11
H 2.53 0.35 -0.49 0.39
N -1.00 1.45 -0.59 -0.11
H 0.04 -1.19 0.15 0.41
H -0.66 -0.26 -1.83 0.39
C -2.81 -0.75 0.03 0.75
H 0.28 0.28 2.11 0.28
O -2.07 -1.60 0.23 -0.45
```

***

Version b
Entry from OMol25: 2 unconnected molecules or ions with the total composition C4H7N3O2 (the ωB97M-V functional and the def2-TZVPD basis).

Kohn-Sham gap: 11.2482 eV
structure (SMILES): O=C(O)c1cn[nH]n1.C
HOMO: -10.54 eV

Structure (XYZ):
```
16
Properties=species:S:1:pos:R:3:mulliken_charge:R:1
C -3.51 0.54 0.48 -0.11
H 2.81 0.19 -0.32 0.35
H -3.76 1.46 0.95 0.45
H 1.65 -0.87 -0.89 0.31
O -0.28 1.34 -1.30 -0.52
N -4.11 -0.66 0.37 -0.63
C -1.17 1.39 -0.49 0.36
H 2.84 -1.39 0.02 0.44
H -0.56 2.93 0.30 0.33
C -2.25 0.41 -0.24 0.49
O -1.30 2.34 0.43 -0.45
N -2.19 -0.83 -0.68 -0.56
H 1.71 -0.35 0.77 0.26
C 2.27 -0.59 -0.09 -1.35
H -3.64 -2.27 -0.53 0.24
N -3.27 -1.38 -0.32 0.39
```

***

Which of them is least stable? Easy: version a.